Record 1
# C5H12NOPS3

A cluster of 2 separate species, C5H12NOPS3 in total at a distorted geometry (wB97M-V/def2-TZVPD, the OMol25 dataset).

spin multiplicity	1
HOMO-LUMO gap	9.1099	eV
energy relative to the best compared isomer or geometry (same formula, charge and spin)	0.0	kcal/mol
HOMO level	-9.32	eV

```
23
Properties=species:S:1:pos:R:3:forces:R:3
C 0.60776 -1.10977 -0.60794 0.5 -0.3 0.0
C -3.65637 0.76675 1.43061 0.1 0.0 -0.2
C -0.69210 -0.38456 -0.79100 -0.2 0.2 0.0
C -2.82605 0.54946 0.17076 0.1 -0.1 0.3
C -1.54843 -0.23943 0.46260 -0.1 0.2 -0.3
N 4.66275 0.62475 -1.59199 -0.3 0.0 0.6
O 1.55895 -1.00063 -1.33985 0.0 0.3 -0.2
P 4.14686 0.57022 -0.02544 0.0 -0.1 0.0
S 0.67610 -2.20627 0.78070 -0.3 -0.2 0.5
S 3.30309 2.20352 0.56730 0.4 -0.9 -0.3
S 4.60494 -1.07734 0.87365 -0.2 0.9 -0.4
H -3.92574 -0.18504 1.88366 -0.1 -0.1 0.1
H -4.57080 1.30784 1.19742 -0.1 0.0 0.1
H -3.09236 1.34614 2.15958 0.0 0.0 0.1
H -1.24919 -0.92764 -1.56275 0.1 0.0 0.0
H -0.44724 0.60108 -1.20108 0.0 -0.1 0.0
H -3.41857 0.01089 -0.57223 0.0 0.0 -0.1
H -2.56147 1.51965 -0.25596 0.0 0.0 -0.1
H -0.97224 0.27500 1.23568 0.0 0.0 0.1
H -1.81493 -1.22684 0.84663 0.0 0.0 0.1
H 4.35195 1.38424 -2.18047 0.0 0.0 0.1
H 4.91923 -0.23235 -2.05824 0.0 0.0 0.1
H 1.94386 -2.56965 0.57836 0.2 0.0 -0.1
```
Positions in Å, forces in eV/Å.

Record 2
# CH3NOP2S

An isolated molecule of CH3NOP2S at a distorted geometry (wB97M-V/def2-TZVPD, the OMol25 dataset).

spin multiplicity	1
HOMO-LUMO gap (spin up / spin down)	6.7076 / 6.1031	eV
energy relative to the best compared isomer or geometry (same formula, charge and spin)	98.0	kcal/mol
HOMO level (spin up / spin down)	-8.86 / -8.74	eV

```
9
Properties=species:S:1:pos:R:3:forces:R:3
C 1.07769 0.83523 0.70275 4.7 -2.3 2.6
N 0.10394 1.60236 0.54892 -1.8 2.5 0.7
O -0.89158 -1.61767 0.72809 1.2 -0.6 0.8
P 1.70142 -0.54361 -0.25327 -0.9 0.2 0.5
P -1.77811 -0.86441 -0.16685 -0.2 1.6 -1.9
S -1.09273 1.34452 -0.44401 -2.2 -1.1 -1.3
H 1.71776 1.10873 1.69785 -1.0 -0.7 -2.6
H 0.63172 -0.62958 -1.23263 0.7 0.3 0.4
H -1.47012 -1.23556 -1.58085 -0.4 0.2 0.7
```
Positions in Å, forces in eV/Å.

Record 3
# CH5OP

A cluster of 2 separate species, CH5OP in total at a distorted geometry (wB97M-V/def2-TZVPD, the OMol25 dataset).

spin multiplicity	1
HOMO-LUMO gap	8.8510	eV
energy relative to the best compared isomer or geometry (same formula, charge and spin)	27.8	kcal/mol
SMILES	O=P.C
HOMO level	-9.61	eV

```
8
Properties=species:S:1:pos:R:3:forces:R:3
O 1.11025 0.94509 2.44129 -1.0 1.3 1.0
P 1.99128 0.19907 1.56493 0.8 -2.7 0.5
H 2.35633 0.99358 0.51282 0.3 1.5 -1.4
C -0.68592 -0.08374 -0.21101 1.4 0.8 0.2
H -0.51865 -0.97894 0.44686 -0.1 1.4 -0.2
H 0.11599 0.74790 -0.23266 -0.8 -1.7 0.2
H -0.77472 -0.48461 -1.19821 0.0 -0.1 -0.8
H -1.56108 0.51172 -0.01108 -0.6 -0.3 0.5
```
Positions in Å, forces in eV/Å.

Record 4
# C4H8NO

A cluster of 2 separate species, C4H8NO in total at a distorted geometry (wB97M-V/def2-TZVPD, the OMol25 dataset).

charge	+1
spin multiplicity	1
HOMO-LUMO gap (spin up / spin down)	8.0232 / 7.8141	eV
energy relative to the best compared isomer or geometry (same formula, charge and spin)	202.5	kcal/mol
HOMO level (spin up / spin down)	-14.58 / -14.28	eV

```
14
Properties=species:S:1:pos:R:3:forces:R:3
C -2.64335 0.04237 0.47348 -0.6 -0.5 0.5
C 1.44086 0.27209 0.31706 -1.8 -1.1 -1.6
C 0.18396 0.98030 -0.36875 2.0 0.5 0.9
C 1.12076 -1.21478 -0.04925 4.9 -1.0 0.5
N -0.67801 -0.10256 -0.81148 -1.7 0.9 1.1
O -0.19261 -1.20644 -0.59910 0.2 -1.7 -0.4
H -3.69680 -0.24067 0.78345 1.0 -0.1 -0.2
H -2.75361 0.89090 -0.16242 -0.3 1.1 -0.5
H 2.46335 0.47946 0.09566 0.4 0.6 -1.3
H 1.43122 0.52328 1.33917 -0.6 -0.4 1.5
H -0.21665 1.69724 0.42056 -0.3 -1.0 -1.6
H 0.32894 1.47125 -1.34556 0.3 0.4 0.4
H 1.86372 -1.66811 -0.92967 -2.2 1.4 2.1
H 1.34821 -1.92433 0.83686 -1.5 0.9 -1.5
```
Positions in Å, forces in eV/Å.

Record 5
# C37H40N2O4PtSTe

A structure of composition C37H40N2O4PtSTe at a distorted geometry (wB97M-V/def2-TZVPD, the OMol25 dataset).

spin multiplicity	1
HOMO-LUMO gap	7.5013	eV
energy relative to the best compared isomer or geometry (same formula, charge and spin)	2.7	kcal/mol
HOMO level	-7.60	eV

```
86
Properties=species:S:1:pos:R:3:forces:R:3
Pt 0.25915 1.76106 -0.31904 -0.4 0.1 0.4
C -3.33379 -0.64819 3.24873 0.1 -0.1 0.0
C -2.25819 -1.53843 2.66420 0.0 0.0 0.0
C -2.24488 -2.91631 3.31946 0.0 0.1 0.0
O -2.46755 -1.66649 1.25961 0.0 0.1 0.0
C -1.19959 -1.72720 0.61326 0.0 -0.1 0.1
C -0.18119 -1.44747 1.76024 -0.1 -0.1 0.0
O -1.00841 -0.89545 2.78384 -0.1 -0.1 0.0
C 1.08882 -0.57252 1.64854 0.1 -0.1 0.1
O 0.83023 0.73211 1.29366 0.1 0.2 0.1
C 2.19381 -1.22728 0.81738 0.0 -0.1 -0.1
C 2.06892 -2.42850 0.13611 0.0 -0.1 0.0
C 3.13820 -2.96413 -0.56900 0.0 0.0 0.0
C 4.35604 -2.30397 -0.59943 0.0 0.0 0.0
C 4.49750 -1.10969 0.09558 0.0 0.0 0.0
C 3.42702 -0.58721 0.80085 0.1 0.0 -0.1
C 1.63014 -0.51427 3.09941 0.0 -0.1 0.0
C 1.56009 0.65586 3.83602 0.0 0.1 0.0
C 2.02469 0.69369 5.14445 0.0 0.0 0.0
C 2.55759 -0.44192 5.73363 0.0 0.0 0.0
C 2.63102 -1.61722 4.99915 0.0 0.0 0.0
C 2.17540 -1.64854 3.69173 0.0 0.0 0.0
C -1.24098 -0.90775 -0.70036 -0.4 -0.2 0.4
O 0.05645 -0.98126 -1.17532 0.1 1.1 -1.1
C -1.79755 0.53738 -0.52857 0.3 0.0 -0.3
C -1.80522 1.27400 0.67168 -0.2 -0.1 -0.1
C -2.65032 2.40509 0.80807 0.2 -0.1 0.1
C -3.45973 2.79962 -0.21461 -0.1 0.1 -0.1
C -3.37437 2.14206 -1.45356 -0.1 0.2 0.0
C -2.54334 1.07391 -1.62004 0.1 -0.2 0.0
C -2.18515 -1.70158 -1.62799 0.0 0.1 0.0
C -1.62703 -2.47787 -2.63166 -0.1 0.0 -0.1
C -2.43425 -3.24279 -3.46793 0.0 0.0 0.0
C -3.80725 -3.24275 -3.30022 0.0 0.0 0.0
C -4.37194 -2.47848 -2.28518 0.0 0.0 0.0
C -3.56861 -1.71627 -1.45529 0.0 0.0 0.0
H -4.30724 -1.11979 3.12640 0.0 0.0 0.0
H -3.33924 0.31197 2.74243 0.0 0.1 0.0
H -3.14340 -0.49482 4.30960 0.0 0.0 0.0
H -3.22227 -3.38199 3.20422 0.0 0.0 0.0
H -2.01447 -2.81744 4.37971 0.0 0.0 0.0
H -1.50439 -3.56829 2.85972 0.0 0.0 0.0
H -1.02843 -2.75164 0.26187 0.0 0.0 0.1
H 0.16750 -2.43220 2.09916 0.0 0.1 0.0
H 1.12747 -2.95841 0.12111 0.0 0.0 0.0
H 3.01280 -3.89911 -1.09863 0.0 0.0 0.0
H 5.18968 -2.72097 -1.14743 0.0 0.0 0.0
H 5.44474 -0.58801 0.09492 0.1 0.0 0.0
H 3.54011 0.33878 1.34737 0.0 0.0 0.0
H 1.13807 1.53402 3.37060 0.0 0.0 0.0
H 1.96569 1.61671 5.70636 0.0 0.0 0.0
H 2.91803 -0.41214 6.75232 0.0 0.0 0.1
H 3.05384 -2.50889 5.44138 0.0 0.0 0.0
H 2.26539 -2.56315 3.11947 0.0 -0.1 0.0
H -1.33062 0.87772 1.55510 0.0 -0.1 0.1
H -2.68866 2.90715 1.76540 0.0 0.0 0.0
H -4.14709 3.62378 -0.08518 0.0 0.1 0.0
H -3.98362 2.47563 -2.28512 0.0 0.0 0.0
H -2.51316 0.56479 -2.57544 0.0 0.0 0.0
H -0.55380 -2.47910 -2.74752 0.1 0.0 0.0
H -1.98291 -3.84104 -4.24770 0.0 0.0 0.0
H -4.43633 -3.83433 -3.95074 0.0 0.0 0.0
H -5.44396 -2.47846 -2.13889 0.0 0.0 0.0
H -4.01711 -1.13477 -0.66060 0.0 0.0 0.0
C -1.67667 4.90833 -1.87817 0.0 0.0 0.0
Te 0.05857 3.68469 -1.96871 0.2 0.2 -0.3
C 1.06881 5.13454 -0.78942 0.0 0.0 0.0
H -1.38516 5.85392 -2.33013 0.0 0.0 0.0
H -1.97132 5.05392 -0.84705 -0.1 0.0 0.1
H -2.48467 4.46988 -2.44926 -0.1 0.0 0.0
H 0.49167 5.29756 0.11679 0.0 0.0 0.0
H 1.16188 6.05649 -1.35796 0.0 0.0 0.0
H 2.04644 4.73430 -0.54918 0.1 0.0 0.0
C 4.27663 2.28418 -3.55266 0.0 0.0 0.0
N 3.09086 1.45518 -3.60766 0.1 0.0 -0.1
C 2.65961 0.72230 -4.69424 0.0 0.0 0.2
C 1.53591 0.08544 -4.28006 0.0 -0.1 0.0
N 1.27797 0.39525 -2.96752 -0.3 0.1 -0.4
C 2.22325 1.22302 -2.58629 0.6 0.2 0.0
S 2.44235 1.98209 -1.02526 0.0 -0.1 -0.1
H 4.50718 2.64024 -4.55411 0.0 0.0 0.0
H 5.12899 1.72704 -3.16276 0.0 0.0 0.0
H 4.08889 3.13674 -2.90141 0.0 0.0 0.0
H 3.18922 0.72177 -5.62685 0.1 0.0 -0.1
H 0.91147 -0.59554 -4.82835 -0.1 0.0 -0.1
H 0.25585 -0.30864 -1.95704 0.1 -1.2 1.1
```
Positions in Å, forces in eV/Å.

Record 6
# AlH4O2

A structure of composition AlH4O2 at a distorted geometry (wB97M-V/def2-TZVPD, the OMol25 dataset).

charge	+2
spin multiplicity	2
HOMO-LUMO gap (spin up / spin down)	11.5442 / 4.3685	eV
energy relative to the best compared isomer or geometry (same formula, charge and spin)	0.0	kcal/mol
<S²>	0.77
HOMO level (spin up / spin down)	-22.49 / -20.70	eV

```
7
Properties=species:S:1:pos:R:3:forces:R:3
Al -13.71671 5.15049 -7.71466 -1.0 -0.2 -0.1
O -15.12063 2.66964 -8.53756 0.4 1.1 1.2
H -14.71667 1.82430 -8.73361 0.7 -0.7 -0.3
H -15.95981 2.64702 -8.99745 -0.8 0.3 -0.6
O -15.83833 6.79510 -6.45915 1.3 -1.2 0.1
H -16.78196 6.95556 -6.45135 -1.0 0.0 -0.5
H -15.45645 7.59136 -6.08985 0.4 0.8 0.2
```
Positions in Å, forces in eV/Å.